No. 1
{
  "formula": "CH4F2N2O",
  "method": "the ωB97M-V functional and the def2-TZVPD basis",
  "total_energy_ev": -11560.9117,
  "e_above_lowest_kj_mol": 38.9,
  "multiplicity": 1,
  "homo_ha": -0.3928,
  "smiles": "[H]/N=[NH+]/[O-].FCF",
  "homo_lumo_gap_ev": 11.269,
  "symbols": ["C", "N", "N", "O", "F", "F", "H", "H", "H", "H"],
  "positions_angstrom": [[-1.684, 0.105, 0.458], [1.761, 0.735, -0.043], [1.611, -0.436, -0.277], [1.208, -1.245, 0.527], [-2.956, -0.510, 0.216], [-1.158, 0.016, -0.721], [-1.172, -0.343, 1.351], [-1.730, 1.190, 0.580], [2.201, 1.219, -0.871], [1.919, -0.730, -1.221]]
}

***

No. 2
{
  "formula": "C27H44N12O3",
  "method": "the ωB97M-V functional and the def2-TZVPD basis",
  "total_energy_ev": -52729.6258,
  "e_above_lowest_kj_mol": 584.4,
  "multiplicity": 1,
  "homo_ha": -0.3000,
  "smiles": "C[C@H](O)CN(C)C(=O)O.CC#N.CC#N.CC#N.CC#N.CC#N.CC#N.CC#N.CC#N.CC#N.CC#N.CC#N",
  "homo_lumo_gap_ev": 8.486,
  "symbols": ["C", "C", "O", "C", "N", "C", "C", "O", "O", "H", "H", "H", "H", "H", "H", "H", "H", "H", "H", "H", "C", "C", "N", "H", "H", "H", "C", "C", "N", "H", "H", "H", "C", "C", "N", "H", "H", "H", "C", "C", "N", "H", "H", "H", "C", "C", "N", "H", "H", "H", "C", "C", "N", "H", "H", "H", "C", "C", "N", "H", "H", "H", "C", "C", "N", "H", "H", "H", "C", "C", "N", "H", "H", "H", "C", "C", "N", "H", "H", "H", "C", "C", "N", "H", "H", "H"],
  "positions_angstrom": [[-3.032, -0.860, 1.308], [-1.631, -0.693, 0.641], [-1.142, -2.035, 0.521], [-0.713, 0.041, 1.668], [-0.541, 1.502, 1.416], [-1.816, 2.227, 1.520], [0.307, 1.921, 2.494], [-0.113, 2.352, 3.517], [1.800, 1.751, 2.266], [-3.577, -1.593, 0.690], [-3.563, 0.091, 1.429], [-2.879, -1.284, 2.324], [-1.679, -0.203, -0.344], [-0.204, -1.991, 0.313], [-1.084, -0.119, 2.690], [0.301, -0.390, 1.553], [-2.345, 1.963, 2.452], [-1.580, 3.303, 1.524], [-2.489, 2.046, 0.670], [2.023, 1.029, 2.915], [0.074, -2.698, 4.633], [-1.190, -1.981, 4.450], [-2.174, -1.420, 4.309], [0.254, -3.350, 3.784], [0.893, -1.990, 4.712], [0.030, -3.298, 5.542], [-7.486, -0.617, 1.509], [-6.535, 0.141, 0.690], [-5.795, 0.732, 0.057], [-8.076, -1.276, 0.875], [-6.945, -1.215, 2.241], [-8.152, 0.068, 2.031], [2.980, -2.843, 0.056], [2.377, -2.576, 1.365], [1.907, -2.367, 2.383], [2.437, -3.643, -0.446], [2.940, -1.947, -0.560], [4.020, -3.143, 0.181], [3.992, -6.656, 0.988], [4.968, -5.875, 0.220], [5.722, -5.262, -0.377], [3.410, -7.284, 0.315], [4.509, -7.289, 1.707], [3.319, -5.989, 1.523], [3.537, 0.697, -1.704], [3.087, 1.108, -0.366], [2.717, 1.429, 0.680], [2.902, -0.102, -2.088], [3.482, 1.547, -2.383], [4.567, 0.344, -1.656], [-0.188, 2.182, -3.109], [-0.184, 0.713, -2.987], [-0.190, -0.424, -2.884], [-0.595, 2.627, -2.200], [0.824, 2.545, -3.261], [-0.805, 2.489, -3.965], [-1.518, 6.266, -3.694], [-1.608, 4.943, -4.322], [-1.693, 3.917, -4.813], [-1.028, 6.183, -2.726], [-0.945, 6.944, -4.325], [-2.521, 6.669, -3.554], [-5.983, 3.597, -2.174], [-5.478, 4.936, -2.489], [-5.092, 5.975, -2.759], [-5.288, 2.846, -2.546], [-6.091, 3.477, -1.098], [-6.952, 3.449, -2.647], [1.251, -6.645, 5.885], [1.861, -6.096, 4.669], [2.336, -5.668, 3.725], [1.709, -7.601, 6.127], [1.400, -5.957, 6.715], [0.184, -6.790, 5.728], [1.763, -0.491, -6.737], [1.922, 0.566, -5.735], [2.041, 1.389, -4.956], [2.450, -0.321, -7.564], [1.977, -1.459, -6.288], [0.743, -0.491, -7.115], [5.083, 4.501, -0.448], [5.769, 4.961, -1.661], [6.302, 5.317, -2.604], [5.674, 3.730, 0.042], [4.947, 5.334, 0.239], [4.108, 4.091, -0.706]]
}

***

No. 3
{
  "formula": "C8H15NS",
  "method": "the ωB97M-V functional and the def2-TZVPD basis",
  "total_energy_ev": -20862.9178,
  "e_above_lowest_kj_mol": 11.8,
  "multiplicity": 1,
  "homo_ha": -0.3241,
  "smiles": "[H]/N=C1\\SCC[C@]1(C)C(C)C",
  "homo_lumo_gap_ev": 9.558,
  "symbols": ["C", "C", "C", "C", "C", "C", "C", "C", "N", "S", "H", "H", "H", "H", "H", "H", "H", "H", "H", "H", "H", "H", "H", "H", "H"],
  "positions_angstrom": [[-1.772, 0.926, -0.290], [-0.609, -1.228, 0.443], [-2.177, -1.496, 0.392], [-0.451, -0.008, -0.475], [-0.314, -0.292, -1.943], [0.443, 1.519, 1.349], [1.956, -0.072, 0.165], [0.773, 0.788, 0.002], [-1.867, 2.141, -0.672], [-3.063, 0.046, 0.398], [-0.354, -0.950, 1.392], [-0.040, -2.004, 0.006], [-2.504, -1.981, -0.682], [-2.503, -2.107, 1.177], [0.764, -0.401, -2.062], [-0.704, 0.733, -2.263], [-0.858, -1.211, -2.174], [0.877, 0.941, 2.152], [-0.619, 1.650, 1.371], [0.897, 2.544, 1.231], [2.343, -0.282, 1.201], [2.844, 0.354, -0.314], [1.738, -0.977, -0.278], [0.765, 1.641, -0.777], [-2.742, 2.667, -0.463]]
}

***

No. 4
{
  "formula": "C36H27F3IrN2O3S2Si",
  "method": "the ωB97M-V functional and the def2-TZVPD basis",
  "total_energy_ev": -87429.1139,
  "e_above_lowest_kj_mol": 34.3,
  "multiplicity": 6,
  "homo_ha": [-0.2694, -0.3129],
  "homo_lumo_gap_ev": [7.534, 6.144],
  "symbols": ["Ir", "C", "C", "C", "C", "C", "H", "H", "H", "H", "H", "F", "C", "F", "F", "C", "C", "C", "C", "N", "C", "S", "H", "H", "H", "C", "C", "C", "C", "C", "C", "Si", "C", "C", "C", "C", "C", "C", "C", "C", "C", "C", "C", "C", "H", "H", "H", "H", "H", "H", "H", "H", "H", "H", "H", "H", "H", "H", "H", "O", "C", "N", "S", "O", "O", "C", "C", "C", "C", "C", "C", "H", "H", "H", "H"],
  "positions_angstrom": [[-0.171, 0.240, -0.314], [2.410, -0.834, 2.343], [1.093, -1.221, 2.569], [0.539, -1.682, 1.336], [1.540, -1.563, 0.344], [2.696, -1.021, 0.989], [3.084, -0.433, 3.076], [0.577, -1.199, 3.508], [-0.357, -2.273, 1.268], [1.553, -2.058, -0.616], [3.634, -0.811, 0.510], [1.386, 4.257, 3.154], [1.841, 4.686, 1.963], [3.056, 4.143, 1.796], [2.039, 6.008, 2.097], [0.888, 4.355, 0.849], [0.273, 5.349, 0.103], [-0.600, 4.987, -0.913], [-0.832, 3.639, -1.147], [-0.272, 2.697, -0.418], [0.578, 3.020, 0.562], [1.180, 1.633, 1.390], [0.486, 6.386, 0.316], [-1.093, 5.734, -1.511], [-1.493, 3.291, -1.927], [-3.979, 4.264, 0.483], [-3.273, 3.652, 1.506], [-2.849, 2.344, 1.364], [-3.138, 1.623, 0.208], [-3.827, 2.253, -0.820], [-4.254, 3.563, -0.679], [-2.539, -0.204, 0.032], [-3.437, -0.956, -1.492], [-2.732, -1.457, -2.579], [-3.392, -1.890, -3.716], [-4.774, -1.846, -3.770], [-5.494, -1.377, -2.683], [-4.828, -0.934, -1.554], [-3.370, -1.140, 1.506], [-4.256, -0.494, 2.365], [-4.914, -1.185, 3.367], [-4.688, -2.538, 3.544], [-3.804, -3.197, 2.704], [-3.161, -2.506, 1.694], [-4.314, 5.286, 0.592], [-3.050, 4.196, 2.413], [-2.289, 1.873, 2.161], [-4.027, 1.716, -1.734], [-4.802, 4.038, -1.480], [-1.655, -1.512, -2.534], [-2.826, -2.263, -4.559], [-5.293, -2.180, -4.656], [-6.575, -1.353, -2.715], [-5.388, -0.563, -0.706], [-4.447, 0.561, 2.235], [-5.611, -0.665, 4.007], [-5.202, -3.079, 4.323], [-3.623, -4.253, 2.837], [-2.497, -3.038, 1.025], [1.117, -2.443, -2.761], [0.802, -1.323, -3.124], [0.581, -0.264, -2.327], [0.075, 1.071, -3.144], [0.947, 2.190, -2.934], [-1.320, 1.284, -2.828], [0.227, 0.352, -4.769], [-0.024, 0.858, -6.023], [0.090, -0.008, -7.106], [0.436, -1.340, -6.916], [0.692, -1.836, -5.645], [0.590, -0.969, -4.568], [-0.303, 1.891, -6.154], [-0.102, 0.358, -8.103], [0.504, -1.996, -7.770], [0.952, -2.870, -5.483]]
}